DFT (ωB97M-V/def2-TZVPD) results for a cluster of 6 separate species, C34H55ClFO12P in total in a non-equilibrium geometry.

```
104
Properties=species:S:1:pos:R:3
C 0.643 0.578 1.368
C 1.553 0.305 0.617
C 2.732 0.375 -0.386
C 2.290 0.434 -1.919
O 0.964 0.948 -2.146
C 0.854 2.345 -1.863
C -0.689 2.606 -1.451
O -1.215 1.333 -1.045
C -2.632 1.319 -0.996
Cl -3.058 0.649 0.685
C -3.100 0.247 -2.107
C -4.567 -0.343 -1.807
C -4.508 -1.816 -1.243
F -5.259 -0.370 -3.074
P 2.245 -1.384 -2.514
C 1.775 -1.341 -4.337
C 0.285 -0.876 -4.648
C 0.776 -2.229 -1.658
C 1.181 -3.469 -0.746
H -0.163 0.849 2.091
H 3.322 -0.585 -0.257
H 3.437 1.238 -0.191
H 3.064 0.974 -2.557
H 1.479 2.700 -0.994
H 1.159 2.984 -2.754
H -0.740 3.370 -0.611
H -1.201 2.978 -2.392
H -3.120 2.316 -1.173
H -3.123 0.700 -3.142
H -2.352 -0.607 -2.156
H -5.161 0.355 -1.141
H -5.482 -2.354 -1.463
H -3.674 -2.435 -1.680
H -4.366 -1.836 -0.119
H 1.960 -2.359 -4.777
H 2.462 -0.598 -4.838
H -0.122 -1.487 -5.517
H -0.442 -1.018 -3.801
H 0.251 0.221 -4.922
H 0.037 -2.619 -2.431
H 0.201 -1.488 -1.019
H 0.279 -4.146 -0.604
H 1.455 -3.076 0.274
H 2.023 -4.004 -1.263
O 5.126 1.112 1.700
C 4.729 1.553 2.745
O 5.274 2.634 3.364
C 4.641 2.829 4.638
C 3.301 2.132 4.522
C 3.609 0.985 3.578
H 5.272 2.389 5.413
H 4.533 3.894 4.836
H 2.898 1.813 5.484
H 2.572 2.803 4.058
H 3.974 0.104 4.111
H 2.751 0.730 2.958
O -9.141 5.658 -1.332
C -8.647 4.566 -1.398
O -8.001 4.093 -2.497
C -7.631 2.721 -2.281
C -7.604 2.546 -0.778
C -8.684 3.510 -0.321
H -8.376 2.080 -2.761
H -6.657 2.530 -2.734
H -7.768 1.514 -0.460
H -6.635 2.868 -0.384
H -9.671 3.042 -0.315
H -8.456 3.938 0.654
O -6.901 0.180 0.533
C -6.808 -0.578 1.462
O -6.847 -1.930 1.351
C -6.817 -2.521 2.658
C -6.206 -1.468 3.556
C -6.677 -0.178 2.911
H -7.840 -2.773 2.949
H -6.222 -3.434 2.633
H -6.499 -1.570 4.601
H -5.115 -1.526 3.505
H -7.655 0.132 3.284
H -5.948 0.622 3.032
O 2.170 -4.643 -3.239
C 2.689 -5.720 -3.352
O 3.322 -6.141 -4.479
C 3.729 -7.506 -4.318
C 3.793 -7.729 -2.822
C 2.700 -6.810 -2.309
H 2.990 -8.150 -4.803
H 4.697 -7.658 -4.796
H 3.660 -8.773 -2.536
H 4.762 -7.396 -2.438
H 1.725 -7.302 -2.299
H 2.939 -6.409 -1.326
O 6.954 4.083 5.867
C 7.943 4.065 5.181
O 9.206 4.110 5.684
C 10.149 4.185 4.607
C 9.421 3.632 3.401
C 7.985 4.040 3.673
H 10.443 5.230 4.473
H 11.035 3.599 4.855
H 9.813 4.006 2.454
H 9.497 2.541 3.390
H 7.767 5.041 3.294
H 7.280 3.318 3.274
```

**LUMO**: 0.4 eV
**Kohn-Sham gap**: 7.99 eV
**Molecular weight**: 741.2 g/mol
**HOMO**: -7.57 eV
**SMILES**: C#CC[C@H](OCCO[C@H](Cl)C[C@H](C)F)P(CC)CC.O=C1CCCO1.O=C1CCCO1.O=C1CCCO1.O=C1CCCO1.O=C1CCCO1
**E**: -85245.052 eV